1.
C18H23FN8 | ωB97M-V/def2-TZVPD

```
50
Properties=species:S:1:pos:R:3
F -4.3437 5.1831 0.9573
N -0.1545 -1.5217 -0.3591
N 1.2619 -5.2397 1.2160
N 1.5507 -3.9206 1.6605
N 1.7067 1.3064 1.1633
N 0.1391 3.0102 0.6270
C -0.9179 -0.4360 -0.6435
C 1.3149 -5.2091 -0.0981
C 1.8447 -3.1685 0.6645
C -4.1066 2.7591 0.9674
C -3.6568 4.0161 0.8026
C 1.2941 2.5910 1.1328
C 0.9134 0.4884 0.4228
C -0.7261 2.1508 0.2390
C -0.3134 0.8139 -0.1406
N 1.5975 -3.9031 -0.5337
N 1.0150 -0.9391 0.2550
N -2.0052 2.4973 0.0423
C 1.1811 -6.4331 -0.9506
C 1.7388 -3.4384 -1.8847
C 2.1469 -1.6967 0.7328
C -3.0771 1.6933 0.5711
C -2.2802 3.9491 0.1825
C 1.9236 5.1255 1.4130
C 2.0315 3.4700 3.1782
C 3.7386 3.3755 1.4260
C 2.2322 3.6506 1.7179
H -1.9514 -0.4873 -1.0170
H -5.1742 2.6210 1.1953
H 0.3207 -7.0017 -0.6356
H 2.1391 -6.9774 -0.9875
H 1.0495 -6.0016 -1.8795
H 2.4019 -4.1550 -2.3790
H 0.7790 -3.5978 -2.3859
H 1.9642 -2.3635 -1.9942
H 2.3078 -1.4672 1.7693
H 3.0013 -1.5515 0.1307
H -3.4774 0.9640 -0.2015
H -2.8481 1.0795 1.4524
H -2.2305 4.3827 -0.8157
H -1.6356 4.5031 0.7891
H 1.0179 5.5402 2.0085
H 1.7631 5.0724 0.3748
H 2.7996 5.7394 1.5940
H 1.0652 3.8714 3.4663
H 2.8284 3.9858 3.6616
H 2.2513 2.4478 3.5062
H 3.8755 3.4714 0.3075
H 3.8315 2.2806 1.7161
H 4.3307 3.9279 2.0207
```

Output
**ΔE to the lowest compared entry with this formula, charge and spin**: 2.146 eV
**Spin multiplicity**: 1
**E_HOMO**: -8.75 eV
**Net charge**: 0
**SMILES string**: Cc1nnc(Cn2ncc3c(N4CC=C(F)C4)nc(C(C)(C)C)nc32)n1C
**Gap between HOMO and LUMO**: 9.021 eV



2.
C20H70N12O15 | ωB97M-V/def2-TZVPD

```
117
Properties=species:S:1:pos:R:3
C -0.7467 -1.0716 -4.0318
C -1.7100 -1.8593 -4.9552
O -2.2448 -0.9830 -5.9065
H -1.2164 -0.1840 -3.6195
H 0.0720 -0.5276 -4.5717
H -0.3009 -1.6864 -3.2492
H -2.4574 -2.3503 -4.3986
H -1.1121 -2.5724 -5.5179
H -1.5216 -0.7262 -6.4009
C 1.7881 1.2473 4.4565
C 2.3551 0.4231 5.5688
O 1.4524 -0.6635 5.8547
H 1.5187 0.6873 3.6219
H 2.4893 1.9756 4.0794
H 0.8555 1.8723 4.7623
H 2.4929 1.1320 6.3792
H 3.3019 -0.0428 5.3474
H 1.7046 -1.0033 6.7046
C 1.8955 2.9232 1.3967
C 0.7716 3.6738 2.0466
O 0.9498 5.1102 1.7940
H 1.9543 1.8194 1.5175
H 2.8130 3.3215 1.8187
H 1.8490 3.0554 0.2818
H 0.7510 3.6869 3.1304
H -0.2232 3.4546 1.6317
H 0.1939 5.5394 2.2580
C -1.3709 -3.7666 -1.7360
C -1.3590 -4.0850 -0.2769
O -0.2791 -3.2574 0.2588
H -0.4528 -3.9779 -2.2528
H -1.6442 -2.7897 -2.0172
H -2.1023 -4.4610 -2.0537
H -1.4018 -5.1393 0.1403
H -2.2678 -3.6883 0.0923
H -0.6046 -2.3170 0.2500
C -1.9164 2.7932 -0.2954
C -2.8093 3.9069 -0.3234
O -2.1416 5.0294 0.2866
H -1.8075 2.1627 0.6308
H -0.8115 3.0786 -0.4120
H -2.1041 2.1361 -1.1157
H -3.6776 3.5596 0.1512
H -3.2495 4.1740 -1.2760
H -1.4022 5.3057 -0.2787
C 4.9850 0.6712 2.3953
O 4.8559 2.0022 2.6746
N 4.5494 0.1904 1.2806
N 5.3177 -0.1746 3.3194
H 4.1412 0.7131 0.5067
H 4.3925 -0.8015 1.2526
H 5.8223 0.2595 4.1225
H 5.7844 -1.0374 3.0447
C -0.2029 -0.1967 -0.2214
O 0.2265 0.1641 -1.4693
N -1.3163 -0.8049 -0.0104
N 0.4699 -0.0040 0.9071
H -2.0689 -0.8000 -0.7143
H -1.7128 -1.2015 0.8039
H 1.4484 0.3918 0.9931
H 0.2010 -0.3349 1.8332
C 1.5292 2.7819 -3.2552
O 0.6661 3.4825 -2.3152
N 2.1324 3.3010 -4.2742
N 1.7608 1.5071 -3.1106
H 2.0227 4.3210 -4.4321
H 2.8745 2.8840 -4.7985
H 1.0879 0.9766 -2.4630
H 2.4195 0.9167 -3.6655
C -0.9203 -1.8594 3.4476
O -1.7559 -1.9986 2.3983
N -0.1722 -2.7959 3.9917
N -0.6630 -0.6884 3.8390
H -0.4056 -3.7398 3.6786
H -0.0066 -2.7498 4.9543
H -1.1516 0.1392 3.4334
H -0.0560 -0.3782 4.6002
C -3.8801 0.1662 -2.7830
O -3.1459 -0.8955 -2.3023
N -4.5555 0.9630 -2.0204
N -3.9908 0.4324 -4.0348
H -4.2514 0.8926 -1.0492
H -4.7987 1.8974 -2.2920
H -3.4003 -0.1605 -4.6518
H -4.7855 0.9246 -4.3636
C 2.8112 -2.2865 2.1160
O 3.7621 -2.3776 1.0935
N 3.1239 -1.6990 3.2046
N 1.6218 -2.7656 2.1339
H 3.9812 -1.0448 3.1846
H 2.5154 -1.5811 4.0303
H 1.2936 -3.1040 1.2077
H 0.9710 -2.7176 3.0360
C -4.6475 -1.0344 0.7019
O -4.0527 0.2348 0.5351
H -4.0202 -1.6860 0.0767
H -5.7261 -1.1009 0.5039
H -4.4023 -1.3535 1.7873
H -4.6061 0.9438 0.9083
C 2.6965 -1.5695 -1.6973
O 3.6915 -2.5345 -1.6117
H 2.5709 -1.1010 -2.5847
H 2.9166 -0.9184 -0.8813
H 1.6914 -2.0221 -1.5675
H 3.9118 -2.8158 -0.7388
C -5.8664 -2.6664 -3.0103
O -4.6765 -3.1935 -2.3392
H -6.2850 -3.4483 -3.6763
H -5.6497 -1.8999 -3.6826
H -6.6157 -2.2842 -2.3508
H -4.1436 -2.4441 -2.0977
C 4.1551 2.6247 -1.1368
O 3.3220 1.4517 -0.9530
H 4.8212 2.6554 -0.2728
H 3.5874 3.5842 -1.2163
H 4.8208 2.4615 -2.0182
H 2.7055 1.4192 -1.7057
```

Output
**ΔE to the lowest compared entry with this formula, charge and spin**: 1.780 eV
**Spin multiplicity**: 1
**E_HOMO**: -8.45 eV
**Net charge**: 0
**Gap between HOMO and LUMO**: 8.148 eV



3.
C28H35AlCl63O | ωB97M-V/def2-TZVPD

```
128
Properties=species:S:1:pos:R:3
C 5.2558 -1.0380 1.8748
C 5.2290 0.0587 1.3254
C 4.9751 1.3674 0.5002
Al 3.2982 2.3825 1.1985
C 2.3545 1.0283 2.4565
C 0.7753 1.2830 2.5503
C 0.1155 0.3285 1.4488
O -1.3182 0.4812 1.3451
C -1.7275 -0.4453 0.2910
H 5.3882 -2.1256 2.0900
H 5.8886 2.0337 0.5543
H 4.7482 1.1154 -0.5874
H 3.6557 3.7224 1.9876
H 2.3206 2.7881 -0.0176
H 2.4900 0.0213 1.9322
H 2.8648 0.9390 3.4559
H 0.4186 1.0157 3.5962
H 0.4856 2.3666 2.3905
H 0.6749 0.5323 0.4876
H 0.3881 -0.7369 1.7638
H -2.5220 -1.1625 0.6772
H -0.8227 -0.9996 -0.1154
H -2.1279 0.2008 -0.5550
C 0.8163 -2.3587 -3.0169
Cl -0.9401 -2.5592 -3.1197
Cl 1.4298 -1.5149 -4.4463
Cl 1.2548 -1.4911 -1.5453
H 1.2704 -3.3457 -2.9802
C -0.4192 3.7776 -1.8976
Cl -2.1260 4.0079 -2.3142
Cl -0.1738 3.9696 -0.1649
Cl 0.1407 2.1893 -2.4268
H 0.1614 4.5354 -2.4144
C -1.9356 1.6985 5.4289
Cl -0.2374 1.9282 5.8442
Cl -2.8080 0.9374 6.7714
Cl -2.6844 3.2414 4.9979
H -1.9910 1.0385 4.5659
C 0.5825 8.0759 -3.3564
Cl -1.1226 8.3009 -3.7721
Cl 0.8301 8.2703 -1.6184
Cl 1.1466 6.4884 -3.8904
H 1.1630 8.8355 -3.8720
C -1.3456 -2.0263 8.5551
Cl -0.9798 -3.4007 7.5043
Cl -1.9439 -2.5854 10.1251
Cl 0.0784 -1.0048 8.7611
H -2.1246 -1.4345 8.0839
C 0.6819 -6.0574 -1.0299
Cl 1.9927 -5.3189 -1.9618
Cl -0.1639 -4.8355 -0.0746
Cl -0.4486 -6.8957 -2.1023
H 1.1142 -6.7828 -0.3503
C 6.6040 4.5297 -2.0115
Cl 4.9004 4.7573 -2.4269
Cl 6.8509 4.7245 -0.2728
Cl 7.1682 2.9409 -2.5474
H 7.1860 5.2893 -2.5257
C -4.2629 -7.4142 -2.8881
Cl -5.4063 -7.0257 -4.1799
Cl -2.7947 -8.1468 -3.5549
Cl -3.8676 -5.9674 -1.9550
H -4.7309 -8.1334 -2.2221
C -1.8132 3.5486 -6.4904
Cl -0.9221 4.4250 -5.2432
Cl -0.8600 3.4423 -7.9781
Cl -2.2575 1.9347 -5.9225
H -2.7255 4.0974 -6.7077
C -6.2397 0.2945 -6.1391
Cl -7.4776 -0.3507 -7.2296
Cl -4.8680 -0.8129 -6.0318
Cl -5.7109 1.8907 -6.6805
H -6.6753 0.3962 -5.1490
C -3.9667 3.6217 9.9667
Cl -3.0932 4.4879 11.2386
Cl -3.0025 3.5419 8.4908
Cl -4.4055 1.9961 10.5114
H -4.8807 4.1668 9.7490
C -10.1934 -2.8469 -7.7988
Cl -9.2591 -3.9124 -8.8574
Cl -11.1728 -1.7265 -8.7523
Cl -11.2145 -3.7927 -6.7093
H -9.4976 -2.2674 -7.1983
C -8.6536 -7.1631 -11.0685
Cl -7.4917 -8.1228 -10.1439
Cl -7.8668 -6.4002 -12.4547
Cl -10.0096 -8.1660 -11.5975
H -9.0395 -6.3800 -10.4197
C -5.1477 -10.0656 -7.8665
Cl -4.2134 -9.2321 -6.6212
Cl -4.2187 -10.1936 -9.3660
Cl -5.6452 -11.6678 -7.3065
H -6.0412 -9.4813 -8.0677
C 4.0251 -0.8955 5.6666
Cl 5.2277 -0.6473 4.3923
Cl 3.3172 0.6473 6.1673
Cl 2.7617 -2.0077 5.1181
H 4.5198 -1.3386 6.5268
C 8.2368 8.3301 -2.9134
Cl 6.5336 8.5544 -3.3301
Cl 8.4809 8.5219 -1.1740
Cl 8.8026 6.7428 -3.4498
H 8.8179 9.0912 -3.4267
C -5.9735 5.7670 -2.9618
Cl -5.6511 4.3928 -4.0285
Cl -6.5512 5.2092 -1.3871
Cl -4.5259 6.7620 -2.7760
H -6.7507 6.3755 -3.4150
C 2.4205 1.4700 10.6844
Cl 3.4499 0.4283 9.6960
Cl 1.4191 2.5060 9.6596
Cl 1.4101 0.4969 11.7589
H 3.0578 2.1047 11.2934
C 12.7516 7.2399 -1.9037
Cl 13.7554 6.1952 -2.9173
Cl 11.7569 8.3065 -2.9044
Cl 11.7373 6.2740 -0.8275
H 13.4065 7.8564 -1.2947
C 3.5680 -2.9269 13.1537
Cl 2.4468 -2.6163 11.8258
Cl 5.0898 -3.5898 12.5429
Cl 3.8621 -1.4484 14.0797
H 3.1182 -3.6604 13.8166
C 1.6246 -9.2363 2.0371
Cl 0.4749 -8.8623 0.7455
Cl 3.0925 -9.9625 1.3711
Cl 2.0140 -7.7815 2.9606
H 1.1622 -9.9544 2.7082
```

Output
**ΔE to the lowest compared entry with this formula, charge and spin**: 0.911 eV
**Spin multiplicity**: 1
**E_HOMO**: -4.61 eV
**Net charge**: -1
**Gap between HOMO and LUMO**: 5.774 eV



4.
C8H10F6I2N3O4S2V | ωB97M-V/def2-TZVPD

```
36
Properties=species:S:1:pos:R:3
V -0.7199 0.0485 0.3489
F -0.3244 -2.2396 4.9832
C -0.3110 -0.9898 4.6584
F -1.4331 -0.3827 4.8600
F 0.7231 -0.3428 5.0774
S -0.0418 -1.0211 2.6704
O -0.3654 0.4276 2.1602
O 1.3093 -1.3541 2.3551
N -1.0981 -1.8561 1.9034
S -2.0363 -2.3885 0.7699
O -1.8221 -1.3045 -0.3384
O -3.3814 -2.5818 1.1087
C -1.1891 -3.9468 0.0536
F -0.0181 -3.5406 -0.3908
F -1.9574 -4.3815 -0.8959
F -1.0764 -4.7782 1.0467
I 1.9478 -0.0806 -0.1132
I 2.5449 1.3640 -2.2500
N -1.0573 1.5202 -0.7180
C -1.5068 2.4858 -1.2616
N -1.9573 3.4807 -1.8642
C -3.1861 4.2350 -1.3932
C -2.7481 5.6444 -1.0234
C -2.0194 6.3493 -2.1649
C -0.8970 5.5207 -2.7931
C -1.2772 4.0740 -3.0798
H -3.6284 3.6743 -0.5727
H -3.8539 4.2117 -2.2563
H -2.1516 5.6140 -0.1088
H -3.6647 6.1864 -0.7809
H -1.5659 7.2522 -1.7565
H -2.7297 6.6710 -2.9277
H 0.0137 5.5525 -2.1921
H -0.6520 5.9420 -3.7706
H -0.4228 3.4407 -3.3106
H -2.0208 3.9729 -3.8727
```

Output
**ΔE to the lowest compared entry with this formula, charge and spin**: 0.678 eV
**Spin multiplicity**: 2
**E_HOMO (alpha / beta)**: -19.45 / -19.49 eV
**Net charge**: +3
**Gap between HOMO and LUMO (alpha / beta)**: 5.224 / 6.743 eV



5.
C39H95BF5N7O9PS | ωB97M-V/def2-TZVPD

```
158
Properties=species:S:1:pos:R:3
C 11.5205 -0.2309 -1.8886
C 10.1581 -0.9486 -2.0511
C 10.2423 -2.3263 -2.7476
C 9.3168 -3.3780 -2.1592
C 7.8380 -2.9690 -2.1540
C 7.0436 -3.6150 -0.9957
C 5.7294 -4.2615 -1.4373
B 4.6064 -3.2600 -2.1230
C 3.1084 -3.6533 -1.5102
C 2.6653 -2.9367 -0.2122
O 3.6316 -2.0435 0.3385
C 4.2483 -2.5217 1.5168
C 5.3921 -1.5648 1.8107
O 4.4961 -3.7352 -3.5774
C 4.5603 -2.6742 -4.4547
N 3.4709 -2.8445 -5.4120
C 4.5048 -1.3465 -3.5636
P 2.8049 -0.7233 -3.1029
S 2.1155 0.8568 -4.0420
C 5.4769 -0.2352 -3.9424
F 5.3006 0.7709 -3.0833
F 6.7396 -0.6089 -3.7887
C 5.3394 0.3151 -5.4155
F 5.1783 1.6093 -5.3925
F 6.4769 0.1188 -6.0789
F 4.3936 -0.2453 -6.0949
O 4.9645 -1.8585 -2.3413
H 11.6263 0.0610 -0.8493
H 11.4989 0.6866 -2.4657
H 12.3288 -0.8825 -2.1957
H 9.5004 -0.3225 -2.6458
H 9.6601 -1.1068 -1.0994
H 10.0074 -2.2038 -3.8051
H 11.2812 -2.6574 -2.7228
H 9.3986 -4.2601 -2.7985
H 9.6519 -3.7092 -1.1777
H 7.7752 -1.8984 -2.0116
H 7.3737 -3.2909 -3.0813
H 7.6838 -4.4177 -0.6048
H 6.9103 -2.9282 -0.1657
H 5.2730 -4.6701 -0.5274
H 5.8966 -5.1172 -2.0890
H 2.3446 -3.5085 -2.2735
H 3.1220 -4.7205 -1.2921
H 1.7968 -2.3188 -0.4546
H 2.3322 -3.6394 0.5575
H 3.5268 -2.4289 2.3393
H 4.5955 -3.5417 1.3520
H 5.8109 -1.2645 0.8566
H 6.1436 -2.0010 2.4577
H 5.0019 -0.6484 2.2450
H 5.5872 -2.6806 -4.8631
H 3.8343 -2.6406 -6.3399
H 3.2698 -3.8373 -5.4006
H 2.8435 -0.5997 -1.7079
H 1.9677 -1.8207 -3.3683
C -0.0955 0.7280 0.7244
C -0.6230 0.7315 -0.7083
C -2.1459 0.5671 -0.8117
O -2.6292 -0.7465 -0.5776
C -2.6980 -1.1065 0.7894
N 0.0972 -0.2832 -1.4754
H -0.0259 -0.2770 1.1394
H 0.9103 1.1494 0.7516
H -0.7302 1.3302 1.3810
H -0.3815 1.7087 -1.1389
H -2.4388 0.8032 -1.8400
H -2.6676 1.2865 -0.1643
H -2.9764 -0.2573 1.4139
H -1.7504 -1.5318 1.1286
H -3.4603 -1.8790 0.8967
H -0.1568 -0.2003 -2.4581
H -0.2645 -1.1954 -1.1998
C -4.8763 -1.9545 -5.7196
C -4.3529 -1.5561 -4.3419
C -4.7177 -0.1239 -3.9236
O -3.9702 0.8961 -4.5604
C -4.3750 1.2137 -5.8769
N -2.9071 -1.7897 -4.2973
H -4.2664 -1.5513 -6.5269
H -4.8601 -3.0399 -5.8248
H -5.9065 -1.6200 -5.8658
H -4.8212 -2.2249 -3.6131
H -4.4912 -0.0257 -2.8583
H -5.7956 0.0642 -4.0355
H -5.4610 1.1425 -5.9953
H -3.8768 0.5707 -6.6055
H -4.0681 2.2398 -6.0806
H -2.5785 -1.6433 -3.3448
H -2.4550 -1.0496 -4.8302
C -7.5004 1.7140 3.6614
C -7.2863 0.2741 3.2062
C -5.9534 -0.3379 3.6637
O -4.8167 0.1136 2.9562
C -4.3327 1.3897 3.3396
N -7.4451 0.2112 1.7489
H -6.9494 2.4306 3.0529
H -8.5568 1.9763 3.5786
H -7.2050 1.8508 4.7036
H -8.0815 -0.3277 3.6569
H -5.9988 -1.4146 3.4782
H -5.8064 -0.2116 4.7453
H -4.4437 1.5586 4.4149
H -4.8346 2.1827 2.7814
H -3.2733 1.4346 3.0854
H -7.4243 -0.7617 1.4552
H -6.6070 0.6107 1.3315
C 6.8145 -2.7515 8.0849
C 7.4581 -3.3798 6.8519
C 7.3343 -2.5309 5.5769
O 6.0559 -2.5336 4.9755
C 5.0986 -1.6933 5.5889
N 6.9106 -4.7278 6.6659
H 5.7322 -2.8726 8.0943
H 7.1932 -3.2306 8.9888
H 7.0422 -1.6855 8.1517
H 8.5276 -3.4784 7.0624
H 8.0052 -2.9569 4.8259
H 7.6718 -1.4996 5.7505
H 5.5512 -0.7730 5.9704
H 4.5771 -2.2163 6.3944
H 4.3573 -1.4313 4.8337
H 7.4233 -5.1921 5.9211
H 5.9708 -4.6262 6.2893
C -2.2998 6.7494 -0.3579
C -3.1977 5.5748 -0.7366
C -3.5888 4.6787 0.4490
O -2.5689 3.8167 0.9163
C -1.5906 4.4264 1.7382
N -2.5536 4.8160 -1.8135
H -1.2607 6.4508 -0.2264
H -2.3139 7.4994 -1.1492
H -2.6398 7.2291 0.5630
H -4.1278 5.9942 -1.1329
H -4.3928 4.0166 0.1145
H -3.9953 5.2722 1.2804
H -2.0245 5.2004 2.3787
H -0.7825 4.8475 1.1370
H -1.1567 3.6511 2.3703
H -3.1977 4.1070 -2.1553
H -1.7929 4.2782 -1.4035
C -12.2746 5.3173 0.9797
C -11.4278 4.0907 1.3084
C -12.1331 3.0645 2.2087
O -12.2325 3.4286 3.5740
C -13.2575 4.3543 3.8785
N -10.1527 4.5335 1.8803
H -12.3004 6.0351 1.7989
H -11.8573 5.8384 0.1177
H -13.3016 5.0371 0.7352
H -11.2131 3.5850 0.3625
H -11.5381 2.1476 2.1986
H -13.1235 2.8016 1.8122
H -14.1469 4.1915 3.2625
H -12.9055 5.3816 3.7610
H -13.5290 4.2174 4.9254
H -9.5460 3.7241 1.9865
H -10.3350 4.8308 2.8362
```

Output
**Spin multiplicity**: 1
**E_HOMO**: -4.80 eV
**Net charge**: -1
**Gap between HOMO and LUMO**: 6.495 eV